Arrangement a

Formula: C2HO2S2
Source: OMol25
Level of theory: ωB97M-V with the def2-TZVPD basis set

Values from the calculation:
* HOMO level (spin up / spin down): -3.951 / -3.949 eV
* net charge: -1

Positions of all 7 atoms, in Å:
O -2.4307 0.9410 -0.9731
C -1.7220 0.4069 -0.1746
C -0.9019 -0.6560 0.2074
S 0.6055 -1.2959 0.2206
S 2.9476 -0.5583 -0.5149
O -1.3431 0.5828 1.0837
H 2.8447 0.5796 0.1508

=====

Arrangement b

Formula: C2HO2S2
Source: OMol25
Level of theory: ωB97M-V with the def2-TZVPD basis set

Values from the calculation:
* HOMO level: -4.353 eV
* net charge: -1

Positions of all 7 atoms, in Å:
O 1.3260 0.2905 -1.3946
C 0.3787 1.0501 -1.4970
O 0.2448 2.0717 -2.1175
C -0.9043 0.6424 -0.6221
S -2.5223 0.0896 -1.1292
S -1.1476 -1.0300 0.0427
H -0.9597 1.3014 0.1868

=====

Relative energies, in eV, with the most stable structure set to zero: arrangement a 1.860; arrangement b 0.000.

=====

Arrangement a

Formula: C4H8BrClO
Source: OMol25
Level of theory: ωB97M-V with the def2-TZVPD basis set

Values from the calculation:
* HOMO level: -10.021 eV
* net charge: 0

Positions of all 15 atoms, in Å:
C -0.2020 -1.0949 -1.3222
C 0.0489 0.0830 -0.4241
Cl 0.8863 1.4261 -1.3077
C 0.9930 -0.3018 0.8097
O 1.1843 0.7301 1.7767
C -1.2969 0.8204 0.1118
Br -2.2407 -0.1581 1.4018
H -0.9312 -0.7749 -2.1607
H 0.8320 -1.3038 -1.6807
H -0.4826 -1.9435 -0.6990
H 1.8718 -0.7472 0.4648
H 0.3925 -1.0087 1.4271
H 1.7496 1.4422 1.5445
H -0.7567 1.6241 0.7527
H -2.0482 1.2069 -0.6948

=====

Arrangement b

Formula: C4H8BrClO
Source: OMol25
Level of theory: ωB97M-V with the def2-TZVPD basis set

Values from the calculation:
* HOMO level: -9.993 eV
* net charge: 0

Positions of all 15 atoms, in Å:
C 0.3400 -1.0745 -1.2100
C 0.3657 -0.0144 -0.1170
C 0.5182 -0.5231 1.3739
Cl 1.7248 1.0105 -0.5104
C -0.9851 1.0913 -0.2924
O -0.9300 2.1581 0.5208
Br -2.6052 -0.1920 -0.1921
H 0.0076 -0.7920 -2.1535
H -0.4158 -1.8377 -0.8849
H 1.4011 -1.4711 -1.1643
H 1.4884 -0.7695 1.7122
H 0.0670 0.3196 1.8952
H 0.0166 -1.5263 1.4503
H -0.9541 1.4235 -1.3171
H -0.0393 2.1977 0.8894

=====

Relative energies, in eV, with the most stable structure set to zero: arrangement a 0.000; arrangement b 0.300.